An isolated molecule of C17H27N3O3 in a non-equilibrium geometry, computed with the ωB97M-V functional and the def2-TZVPD basis.

Each atom is followed by the atoms it is bonded to, with distances in Å.
Element x y z (Å)
1 O 5.39821 -4.44307 -0.72639  C6 1.230
2 N -0.26517 5.56142 0.27757  C7 1.303, C8 1.405
3 N -0.50523 0.84689 -0.94570  O5 1.417, C10 1.306
4 O 3.31783 -5.32270 -1.03521  C6 1.355, H24 0.962
5 O 0.68783 1.36643 -1.50608  N3 1.417, C13 1.426
6 C 4.25094 -4.34850 -1.15963  O1 1.230, O4 1.355, C14 1.517
7 C 0.06931 4.33838 -0.02145  N2 1.303, N11 1.379, H25 1.069
8 C -0.88470 5.47598 1.53619  N2 1.405, C9 1.376, H26 1.100
9 C -0.83092 4.16820 1.96079  C8 1.376, N11 1.344, H27 1.098
10 C -0.79793 1.13722 0.29325  N3 1.306, C12 1.518, C23 1.515
11 N -0.25502 3.44959 0.98172  C7 1.379, C9 1.344, C12 1.476
12 C 0.12444 2.02848 1.10520  C10 1.518, N11 1.476, H28 1.096, H29 1.110
13 C 1.20743 0.64189 -2.61837  O5 1.426, C15 1.532, H30 1.099, H31 1.093
14 C 3.74957 -3.05092 -1.76401  C6 1.517, C16 1.518, H32 1.099, H33 1.080
15 C 1.88699 -0.67659 -2.23549  C13 1.532, C17 1.528, H34 1.090, H35 1.089
16 C 3.70637 -1.87231 -0.80770  C14 1.518, C17 1.566, H36 1.102, H37 1.099
17 C 3.17407 -0.53508 -1.42410  C15 1.528, C16 1.566, H38 1.106, H39 1.110
18 C -4.04076 -1.12163 2.05833  C19 1.539, C20 1.536, H40 1.102, H41 1.090
19 C -4.46758 0.04518 1.14932  C18 1.539, C21 1.557, H42 1.074, H43 1.104
20 C -2.94271 -1.94928 1.37373  C18 1.536, C22 1.534, H44 1.106, H45 1.113
21 C -3.33901 0.62466 0.24674  C19 1.557, C23 1.577, H46 1.084, H47 1.090
22 C -1.67593 -1.09865 1.21369  C20 1.534, C23 1.581, H48 1.101, H49 1.113
23 C -1.95455 0.43921 0.97842  C10 1.515, C21 1.577, C22 1.581, H50 1.081
24 H 3.78199 -6.09225 -0.69068  O4 0.962
25 H 0.60211 4.08551 -0.91352  C7 1.069
26 H -1.36825 6.29102 2.09500  C8 1.100
27 H -1.23029 3.81237 2.91940  C9 1.098
28 H 0.06260 1.77593 2.16953  C12 1.096
29 H 1.19037 1.92955 0.81267  C12 1.110
30 H 1.85507 1.33755 -3.17066  C13 1.099
31 H 0.36948 0.43726 -3.28991  C13 1.093
32 H 4.37308 -2.79932 -2.63382  C14 1.099
33 H 2.74454 -3.22964 -2.11580  C14 1.080
34 H 2.13469 -1.23057 -3.14101  C15 1.090
35 H 1.11381 -1.18617 -1.66309  C15 1.089
36 H 3.02869 -2.17151 0.00761  C16 1.102
37 H 4.70532 -1.71190 -0.37838  C16 1.099
38 H 2.99046 0.16567 -0.58825  C17 1.106
39 H 3.96179 -0.16042 -2.10994  C17 1.110
40 H -4.93012 -1.74232 2.25649  C18 1.102
41 H -3.72757 -0.74962 3.03387  C18 1.090
42 H -5.26737 -0.25068 0.49642  C19 1.074
43 H -4.78969 0.89047 1.78209  C19 1.104
44 H -3.35919 -2.26465 0.39937  C20 1.106
45 H -2.77131 -2.86015 1.99052  C20 1.113
46 H -3.34000 0.13833 -0.72232  C21 1.084
47 H -3.47793 1.69661 0.10533  C21 1.090
48 H -1.13937 -1.53960 0.35980  C22 1.101
49 H -1.02258 -1.17039 2.11134  C22 1.113
50 H -2.10378 0.89411 1.94710  C23 1.081

SMILES: O=C(O)CCCCCO/N=C(\Cn1ccnc1)C1CCCCC1
HOMO energy in eV: -8.6
Relative energy (zero: lowest compared OMol25 entry of this formula, charge and spin) in kJ/mol: 389.9
Spin multiplicity: 1
Total energy in eV: -28678.17629
Total charge: 0